(1)
The following is a quantum chemistry calculation of 9 unconnected molecules or ions with the total composition C20H32F4N4O22S, from the OMol25 dataset.

ORCA input file:
```
! RIJCOSX wB97M-V def2-TZVPD def2/J DEFGRID3
* xyz 0 1
C 0.70100 7.82087 -3.59223
N 1.52802 9.08899 -3.48281
O 1.66977 9.72773 -4.49985
O 2.03757 9.45081 -2.45557
H 0.00364 8.09287 -4.38457
H 0.35336 7.39161 -2.65256
H 1.39987 7.11856 -4.04660
C -5.87206 -4.65069 3.25852
N -6.45592 -3.31249 3.23510
O -7.60020 -3.15608 2.86610
O -5.78682 -2.32159 3.51847
H -6.42592 -5.39468 2.68596
H -6.06790 -4.88901 4.30396
H -4.82387 -4.73191 2.97078
C 0.45619 -6.77944 0.10296
N 1.27407 -7.11687 1.33545
O 2.46340 -6.76874 1.49400
O 0.78568 -7.87542 2.10862
H 0.62571 -7.68063 -0.48629
H 0.73824 -5.80440 -0.29434
H -0.57297 -6.61482 0.42209
C 1.54680 6.43463 2.55075
N 0.88261 5.06019 2.59906
O 1.32969 4.01283 2.05596
O -0.02511 5.06130 3.39313
H 0.80827 6.92574 1.91712
H 2.49183 6.36785 2.01172
H 1.65245 6.78487 3.57753
C 2.18266 -2.25459 7.36218
C 1.97927 -0.81348 6.85881
C 1.00152 -0.69743 5.61857
S 0.25830 -2.41126 5.56631
O 0.17270 -2.86757 4.18257
O -0.92319 -2.56374 6.33836
C 1.74813 -3.25633 6.35717
H 1.40437 -2.32457 8.12209
H 3.15704 -2.33094 7.84473
H 2.98659 -0.47788 6.61226
H 1.67266 -0.09819 7.62199
H 1.57300 -0.65414 4.69140
H 0.20448 0.04609 5.61711
H 2.41561 -3.28360 5.49588
H 1.58639 -4.27238 6.71715
C -2.27649 0.13491 0.53771
C -1.15196 -0.11379 -0.39487
O -1.36562 0.81872 -1.38693
C -2.33003 1.71917 -0.97011
O -2.70867 2.74237 -1.54599
O -2.92554 1.31814 0.14646
F -1.19882 -1.35566 -0.99088
H -1.94928 0.29990 1.56427
H -3.16475 -0.49269 0.46557
H -0.16605 0.04603 0.04162
C -5.11133 0.79450 -6.73206
C -5.69905 -0.45843 -7.37546
O -7.05633 -0.04478 -7.71830
C -7.39931 0.97996 -6.91342
O -8.55180 1.38804 -6.69403
O -6.23907 1.59780 -6.45351
F -5.71389 -1.38838 -6.44210
H -4.46539 1.15542 -7.53243
H -4.46817 0.65763 -5.86274
H -5.17611 -0.86528 -8.24097
C 5.54975 -2.08356 2.01902
C 5.58140 -1.28235 0.72526
O 5.34267 0.00075 1.21925
C 5.74052 0.05424 2.49508
O 5.73993 1.06193 3.24477
O 5.92070 -1.17906 2.95805
F 4.63364 -1.80303 -0.03677
H 6.27636 -2.89442 1.96760
H 4.51160 -2.38910 2.14933
H 6.52660 -1.41366 0.19852
C 3.11039 0.78442 -5.48466
C 2.09112 1.76685 -5.81649
O 1.14585 1.13179 -6.58520
C 1.49996 -0.07205 -6.71507
O 0.89251 -0.75549 -7.48222
O 2.72812 -0.37317 -6.22037
F 2.57832 2.79287 -6.47638
H 3.03423 0.55521 -4.42176
H 4.13149 1.00810 -5.79354
H 1.54559 2.17427 -4.96531
*
```

The value obtained for the energy above the lowest of the compared OMol25 structures with the same formula, charge and spin is 25.8 kcal per mole. The value obtained for the total energy is -93953.8698 eV.

Here are the Löwdin charges for atoms 1 to 5, given in e: 0.06, -0.46, 0.05, 0.06, 0.10

(2)
The following is a quantum chemistry calculation of a molecular structure, C13H17CaN13O6S2, from the OMol25 dataset.

ORCA input file:
```
! RIJCOSX wB97M-V def2-TZVPD def2/J DEFGRID3
* xyz -2 1
Ca 0.65807 0.19523 -0.10993
N 2.36995 -1.81173 -1.06416
C 3.43030 -0.97060 -1.68303
C 2.87779 0.23893 -2.47343
O 3.62213 0.80906 -3.29244
N 1.60856 0.52570 -2.17213
C 0.93771 1.65715 -2.82413
C -0.55345 1.66710 -2.36983
O -1.44503 1.82932 -3.21037
O -0.73646 1.49383 -1.09574
H 2.52321 -1.90510 -0.06544
H 2.34780 -2.74684 -1.43797
H 4.06079 -1.53292 -2.36723
H 4.06950 -0.57545 -0.89502
H 0.98806 1.60372 -3.90859
H 1.37979 2.61386 -2.51468
N -0.27843 -1.51623 -3.08381
C -1.30906 -1.61039 -2.23338
N -2.50690 -1.95650 -2.72235
C -3.45523 -2.05942 -1.81336
N -4.70473 -2.43867 -2.25795
N -3.33484 -1.85930 -0.49659
C -2.11385 -1.49437 -0.11720
N -1.05398 -1.38189 -0.91481
C -1.91822 -1.23317 1.35509
C -2.50435 -2.08627 2.26798
C -2.25703 -1.87840 3.61651
C -1.45691 -0.81922 3.99047
C -0.94325 0.00959 3.00801
N -1.15700 -0.17872 1.70055
H -0.55604 -1.42274 -4.04588
H 0.52380 -0.95446 -2.76718
H -4.86339 -2.25231 -3.23347
H -5.44933 -2.19026 -1.62979
H -3.11032 -2.90830 1.91320
H -2.68395 -2.54233 4.35895
H -1.19214 -0.63573 5.02403
H -0.32291 0.84890 3.28215
N 2.22208 3.34291 2.63387
N 0.95489 3.43642 2.03686
N 0.80557 3.75784 0.77531
C -0.52141 3.80742 0.68357
N -1.12902 3.54972 1.85041
N -0.14529 3.31127 2.72124
H 2.16969 2.53591 3.25371
H 2.82547 3.06616 1.86863
H -1.03909 4.04681 -0.22849
O 1.41253 -1.33759 1.75717
S 2.49121 -0.33614 2.04506
O 3.80177 -0.85656 1.69221
O 2.17114 0.89233 1.19500
S 2.48976 0.25243 3.99842
*
```

The value obtained for the energy above the lowest of the compared OMol25 structures with the same formula, charge and spin is 0.0 kcal per mole. The value obtained for the total energy is -85530.2146 eV.

Here are the natural (NBO) charges for atoms 1 to 5, given in e: 1.76, -0.89, -0.32, 0.63, -0.75

(3)
The following is a quantum chemistry calculation of a molecular structure, C18H31CoN4O2S3, from the OMol25 dataset.

ORCA input file:
```
! RIJCOSX wB97M-V def2-TZVPD def2/J DEFGRID3
* xyz 1 2
Co 0.69775 0.84876 -0.28735
C -2.22344 -3.82453 0.13145
C -2.54714 -2.87171 1.28242
N -1.35118 -2.54091 2.02653
C -0.98451 -3.45035 3.09874
C -1.49213 -2.94545 4.44381
C -0.58137 -1.49876 1.72445
S -1.18356 -0.34695 0.57873
N 0.54946 -1.37555 2.40071
C 1.59347 -0.64071 2.06832
O 1.71384 -0.02104 0.96680
C 2.71580 -0.65835 3.01929
C 2.73622 -1.58886 4.05982
C 3.82927 -1.66021 4.89940
C 4.90164 -0.79920 4.71893
C 4.88154 0.13093 3.69024
C 3.79721 0.20390 2.83687
H -3.12029 -4.03238 -0.44694
H -1.83463 -4.76908 0.50758
H -1.47437 -3.37921 -0.52021
H -3.25924 -3.34447 1.95935
H -2.98375 -1.94958 0.89840
H 0.10052 -3.55578 3.12920
H -1.43338 -4.41960 2.88255
H -0.98892 -2.02263 4.71270
H -1.30082 -3.68922 5.21065
H -2.56208 -2.75988 4.40611
H 1.89515 -2.25243 4.18229
H 3.84687 -2.40007 5.68436
H 5.75467 -0.85906 5.37744
H 5.72386 0.78935 3.54876
H 3.78196 0.92291 2.02985
C 0.61676 5.22786 -3.53852
N 1.26722 4.10396 -2.90379
C 1.23091 3.84288 -1.59685
N 0.47446 4.60087 -0.78576
S 2.18035 2.59215 -0.96565
H 0.49183 5.01867 -4.59793
H 1.21089 6.13935 -3.42833
H -0.37239 5.38745 -3.10680
H 1.91944 3.55776 -3.44712
H 0.22739 5.54573 -1.03679
H 0.52918 4.39786 0.19921
C -1.20631 1.81506 -5.70633
C -1.54399 1.76869 -4.22785
S -0.50534 0.48685 -3.39122
O -0.19222 1.10569 -2.04728
C -1.76674 -0.81107 -3.01701
C -3.08371 -0.31245 -2.45624
H -1.89914 2.47014 -6.23143
H -1.28288 0.82467 -6.15016
H -0.19755 2.18964 -5.86537
H -2.58975 1.53410 -4.07186
H -1.31595 2.70888 -3.73118
H -1.25786 -1.42700 -2.27298
H -1.89150 -1.39365 -3.92998
H -2.90707 0.42714 -1.67641
H -3.61373 -1.14975 -2.00663
H -3.72072 0.10865 -3.23099
*
```

Its expectation value of S² is 1.08. The value obtained for the total energy is -99352.8163 eV.

Here are the natural (NBO) charges for atoms 1 to 5, given in e: 1.18, -0.62, -0.22, -0.38, -0.21

(4)
The following is a quantum chemistry calculation of a single C6H10N2O2 molecule, from the OMol25 dataset.

ORCA input file:
```
! RIJCOSX wB97M-V def2-TZVPD def2/J DEFGRID3
* xyz 0 1
C 2.54816 -0.57835 -0.11496
C 1.71177 0.64397 -0.50544
C 0.95964 1.36797 0.56910
C -0.38921 1.35665 0.62690
C -1.30754 0.73625 -0.41991
C -1.87444 -0.63624 -0.04866
H 2.50180 -2.36868 0.83021
H 0.84721 -1.55158 0.52784
H 2.44686 1.30213 -0.94918
H 1.01572 0.33586 -1.29040
H 1.55752 1.91788 1.32007
H -0.89037 1.76180 1.51885
H -0.80351 0.52689 -1.36815
H -2.15478 1.43420 -0.61459
H -3.81306 0.00603 -0.42565
H -3.63345 -1.65871 0.14346
N 1.88811 -1.60136 0.45805
N -3.23279 -0.78756 -0.20637
O 3.76290 -0.62683 -0.32133
O -1.14052 -1.58031 0.27017
*
```

The value obtained for the energy above the lowest of the compared OMol25 structures with the same formula, charge and spin is 0.0 kcal per mole. The value obtained for the total energy is -13459.9414 eV.

Here are the natural (NBO) charges for atoms 1 to 5, given in e: 0.67, -0.55, -0.14, -0.19, -0.54

What did the second record say?
The following is a quantum chemistry calculation of a molecular structure, C13H17CaN13O6S2, from the OMol25 dataset.

ORCA input file:
```
! RIJCOSX wB97M-V def2-TZVPD def2/J DEFGRID3
* xyz -2 1
Ca 0.65807 0.19523 -0.10993
N 2.36995 -1.81173 -1.06416
C 3.43030 -0.97060 -1.68303
C 2.87779 0.23893 -2.47343
O 3.62213 0.80906 -3.29244
N 1.60856 0.52570 -2.17213
C 0.93771 1.65715 -2.82413
C -0.55345 1.66710 -2.36983
O -1.44503 1.82932 -3.21037
O -0.73646 1.49383 -1.09574
H 2.52321 -1.90510 -0.06544
H 2.34780 -2.74684 -1.43797
H 4.06079 -1.53292 -2.36723
H 4.06950 -0.57545 -0.89502
H 0.98806 1.60372 -3.90859
H 1.37979 2.61386 -2.51468
N -0.27843 -1.51623 -3.08381
C -1.30906 -1.61039 -2.23338
N -2.50690 -1.95650 -2.72235
C -3.45523 -2.05942 -1.81336
N -4.70473 -2.43867 -2.25795
N -3.33484 -1.85930 -0.49659
C -2.11385 -1.49437 -0.11720
N -1.05398 -1.38189 -0.91481
C -1.91822 -1.23317 1.35509
C -2.50435 -2.08627 2.26798
C -2.25703 -1.87840 3.61651
C -1.45691 -0.81922 3.99047
C -0.94325 0.00959 3.00801
N -1.15700 -0.17872 1.70055
H -0.55604 -1.42274 -4.04588
H 0.52380 -0.95446 -2.76718
H -4.86339 -2.25231 -3.23347
H -5.44933 -2.19026 -1.62979
H -3.11032 -2.90830 1.91320
H -2.68395 -2.54233 4.35895
H -1.19214 -0.63573 5.02403
H -0.32291 0.84890 3.28215
N 2.22208 3.34291 2.63387
N 0.95489 3.43642 2.03686
N 0.80557 3.75784 0.77531
C -0.52141 3.80742 0.68357
N -1.12902 3.54972 1.85041
N -0.14529 3.31127 2.72124
H 2.16969 2.53591 3.25371
H 2.82547 3.06616 1.86863
H -1.03909 4.04681 -0.22849
O 1.41253 -1.33759 1.75717
S 2.49121 -0.33614 2.04506
O 3.80177 -0.85656 1.69221
O 2.17114 0.89233 1.19500
S 2.48976 0.25243 3.99842
*
```

The value obtained for the energy above the lowest of the compared OMol25 structures with the same formula, charge and spin is 0.0 kcal per mole. The value obtained for the total energy is -85530.2146 eV.

Here are the natural (NBO) charges for atoms 1 to 5, given in e: 1.76, -0.89, -0.32, 0.63, -0.75